[1]
Computed, not measured: 2 unconnected molecules or ions with the total composition C2H8N2O2, with wB97M-V/def2-TZVPD.

**Molecular weight**: 92.1 g mol⁻¹
**Orbital gap**: 0.383 hartree
**SMILES**: NC=O.NCO
**DFT total energy**: -340.9378 a.u.
**Energy above the lowest of the compared OMol25 structures with the same formula, charge and spin**: 2.522 eV

```
14
Properties=species:S:1:pos:R:3:mulliken_charge:R:1
H 3.11680 -1.70023 -1.60705 0.33
H 0.41140 -0.97998 -0.92071 0.27
C -1.02848 0.96272 1.18653 -0.27
O -0.19651 0.57221 0.13057 -0.51
C 2.31891 -1.09653 -1.09470 -0.01
H -3.04817 0.52308 1.05409 0.29
H -0.01820 1.24174 -0.54457 0.29
H -2.50717 1.35536 -0.28980 0.29
N 1.14335 -1.61251 -0.89864 -0.32
H -1.00520 0.06947 1.70512 0.23
N -2.33647 1.31843 0.81786 -0.62
H 1.09806 -2.40527 -0.27617 0.23
O 2.53429 0.05068 -1.07339 -0.45
H -0.48260 1.70083 1.81086 0.25
```



[2]
Computed, not measured: 2 unconnected molecules or ions with the total composition C2H8N2O2, with wB97M-V/def2-TZVPD.

**Molecular weight**: 92.1 g mol⁻¹
**Total charge**: +1
**Orbital gap (spin up / spin down)**: 0.447 / 0.212 hartree
**<S²>**: 0.758
**DFT total energy**: -340.6387 a.u.
**Energy above the lowest of the compared OMol25 structures with the same formula, charge and spin**: 1.358 eV
**Multiplicity**: 2

```
14
Properties=species:S:1:pos:R:3:lowdin_spin:R:1
N 1.13072 0.64162 0.91243 0.55
H 1.68726 0.22037 -1.16521 0.05
O -2.11278 1.48774 0.34555 0.01
H -1.44893 2.07141 0.82248 0.00
H -1.06029 -0.45835 -1.15146 0.00
H 0.91800 -0.10715 1.53828 0.02
O 1.11800 -2.30384 -0.15565 0.11
N -0.17005 -0.63571 -0.82785 0.14
C 0.03440 -1.93929 -0.51611 0.01
H -0.76971 -2.63777 -0.73557 0.00
H -2.48597 1.03010 1.17076 0.00
C 0.78468 0.40567 -0.52419 0.07
H 0.30862 1.35104 -0.78009 0.03
H 2.06606 0.87417 1.06664 0.01
```



[3]
Computed, not measured: 2 unconnected molecules or ions with the total composition C2H8N2O2, with wB97M-V/def2-TZVPD.

**Molecular weight**: 92.1 g mol⁻¹
**Total charge**: +1
**Orbital gap (spin up / spin down)**: 0.413 / 0.204 hartree
**<S²>**: 0.759
**DFT total energy**: -340.6272 a.u.
**Energy above the lowest of the compared OMol25 structures with the same formula, charge and spin**: 1.672 eV
**Multiplicity**: 2

```
14
Properties=species:S:1:pos:R:3:lowdin_spin:R:1
H -2.95636 1.11084 0.55197 0.00
H 2.09102 -0.74067 -0.11781 0.04
H -1.99253 2.29353 0.24658 0.00
H 1.73928 0.74328 -1.11592 0.00
H -0.38976 -0.07195 -1.46115 0.01
C 1.37994 0.06469 -0.36045 0.08
O -2.74603 1.79284 -0.09879 0.01
H 1.89160 0.97795 1.35066 0.01
H -0.58490 -2.62775 -1.00446 0.00
H 0.42675 0.24512 1.49894 0.01
O 0.04684 -2.06273 0.85089 0.05
C -0.16126 -1.89117 -0.30839 0.01
N 1.00011 0.81280 0.86313 0.45
N 0.25530 -0.64679 -0.89520 0.33
```



[4]
Computed, not measured: 2 unconnected molecules or ions with the total composition C2H8N2O2, with wB97M-V/def2-TZVPD.

**Molecular weight**: 92.1 g mol⁻¹
**Total charge**: +1
**Orbital gap (spin up / spin down)**: 0.389 / 0.208 hartree
**<S²>**: 0.760
**DFT total energy**: -340.6586 a.u.
**Energy above the lowest of the compared OMol25 structures with the same formula, charge and spin**: 0.815 eV
**Multiplicity**: 2

```
14
Properties=species:S:1:pos:R:3:lowdin_spin:R:1
H 2.39457 0.78712 -0.38835 0.01
C -1.21321 -1.92710 1.16550 0.00
O -1.28843 -2.21183 2.45021 0.00
H 0.21328 0.16550 0.30750 0.01
H 0.10376 2.43564 -1.54006 0.00
C 0.36075 0.54984 -0.69027 0.02
N 1.72320 0.64951 -1.12734 0.53
H 2.05084 0.55074 -2.08339 0.01
N -0.23400 1.91417 -0.70966 0.41
O -1.91520 -1.15734 0.57502 0.00
H -0.45612 -2.48463 0.61351 0.00
H 0.29997 2.44576 0.00010 0.01
H -0.08780 -0.11076 -1.43251 0.00
H -1.95161 -1.60664 2.85973 0.00
```



[5]
Computed, not measured: a molecular structure, C2H8N2O3, with wB97M-V/def2-TZVPD.

**Molecular weight**: 108.1 g mol⁻¹
**Orbital gap**: 0.321 hartree
**DFT total energy**: -416.1763 a.u.
**Energy above the lowest of the compared OMol25 structures with the same formula, charge and spin**: 2.237 eV

```
15
Properties=species:S:1:pos:R:3:mulliken_charge:R:1
O 0.05466 1.89491 -0.22844 -0.56
H 0.97513 2.15972 -0.37738 0.30
H 1.43819 -1.12183 1.51738 0.23
H 1.43090 -1.63552 -0.07731 0.19
O -0.97263 -1.57988 -0.18639 -0.57
C -0.29749 0.73911 -0.96650 -0.28
H -1.43223 -0.90246 -0.81284 0.50
C -0.23227 -0.60595 0.42387 0.62
N 1.11222 -0.93580 0.57902 -0.60
O 0.60963 0.43387 -2.00220 -0.52
H -0.35400 0.83619 1.83959 0.19
N -0.82506 0.00028 1.51869 -0.47
H -1.23513 0.97064 -1.48883 0.42
H 1.42776 0.11755 -1.59904 0.35
H -1.69970 -0.37083 1.86038 0.21
```



[6]
Computed, not measured: C2H8N2O3S in the gas phase, with wB97M-V/def2-TZVPD.

**Molecular weight**: 140.2 g mol⁻¹
**Orbital gap (spin up / spin down)**: 0.234 / 0.294 hartree
**<S²>**: 2.010
**DFT total energy**: -814.1421 a.u.
**Energy above the lowest of the compared OMol25 structures with the same formula, charge and spin**: 1.435 eV
**Multiplicity**: 3

```
16
Properties=species:S:1:pos:R:3:lowdin_spin:R:1
H 1.14946 -0.92249 -1.18784 0.02
C 0.47289 -1.60186 -0.63206 0.07
H 0.49502 -0.73445 2.66313 0.00
N -0.09272 -1.01287 0.62606 1.05
S -1.04985 1.24483 -0.71505 0.08
O -0.10827 0.47731 0.31943 0.51
H -1.04550 3.35328 -0.04126 0.00
C 0.86381 -1.22255 1.72502 0.09
O -0.74814 0.76520 -2.02658 0.01
H -0.47427 -1.70781 -1.21269 0.01
H 1.99860 -1.08650 1.55829 0.03
H 0.85913 -2.54009 -0.62006 0.01
O -2.39876 1.30118 -0.28991 0.02
H -0.21092 3.17994 -1.49546 0.01
H 0.62152 -2.26811 1.83496 0.02
N -0.33200 2.77500 -0.50598 0.06
```